# 1
DFT (ωB97M-V/def2-TZVPD) results for C2H8InO2 as an isolated structure in a non-equilibrium geometry.

Calculated values
Relative energy (zero: lowest compared OMol25 entry of this formula, charge and spin) (eV): 1.002
Energy (hartree): -420.0824
LUMO level (eV): -20.4
Kohn-Sham gap (eV): 3.27
Net charge: +3

CARTESIAN COORDINATES (ANGSTROEM)
1 In -20.936 14.051 -11.429
2 O -19.986 12.842 -8.971
3 O -19.536 16.131 -13.174
4 C -18.396 16.092 -13.962
5 C -17.168 16.736 -13.272
6 H -19.655 17.094 -12.947
7 H -18.574 16.718 -14.901
8 H -16.278 16.705 -13.912
9 H -18.253 15.042 -14.236
10 H -17.296 17.807 -13.030
11 H -17.013 16.241 -12.291
12 H -20.611 12.157 -8.643
13 H -19.095 12.516 -8.710



# 2
DFT (ωB97M-V/def2-TZVPD) results for one molecule with the formula C7H12.

Calculated values
Relative energy (zero: lowest compared OMol25 entry of this formula, charge and spin) (eV): 4.411
Energy (hartree): -273.7465
LUMO level (eV): -0.2
Kohn-Sham gap (eV): 8.68
Net charge: 0

CARTESIAN COORDINATES (ANGSTROEM)
1 C -0.367 0.779 0.916
2 C 1.235 -0.497 -0.669
3 C -1.815 0.409 0.622
4 C -2.119 -1.052 0.891
5 C -2.198 -0.483 -0.508
6 C 2.355 0.533 -0.806
7 C 0.538 -0.453 0.693
8 H 0.506 -0.335 -1.476
9 H 1.646 -1.502 -0.820
10 H -3.218 -0.402 -0.891
11 H -0.060 1.644 0.305
12 H -2.564 1.122 0.977
13 H 2.838 0.458 -1.785
14 H -1.491 -0.862 -1.255
15 H 1.985 1.560 -0.701
16 H 3.124 0.379 -0.040
17 H -0.310 1.100 1.964
18 H -0.078 -1.350 0.821
19 H 1.283 -0.522 1.492



# 3
DFT (ωB97M-V/def2-TZVPD) results for one molecule with the formula C5H4N2 in a non-equilibrium geometry.

Calculated values
Relative energy (zero: lowest compared OMol25 entry of this formula, charge and spin) (eV): 5.362
Energy (hartree): -302.2313
LUMO level (eV): 0.3
Kohn-Sham gap (eV): 8.74
Net charge: 0
SMILES: C#CC(C#C)=NN

CARTESIAN COORDINATES (ANGSTROEM)
1 N -1.653 -1.363 -0.172
2 N -0.373 -1.423 0.016
3 C -0.436 0.973 -0.030
4 C 1.626 -0.267 -0.052
5 C -0.950 2.085 -0.017
6 C 2.817 -0.233 -0.093
7 C 0.257 -0.274 -0.023
8 H 3.857 -0.134 0.115
9 H -1.068 3.309 -0.103
10 H -2.028 -0.465 0.018
11 H -2.049 -2.209 0.342



# 4
DFT (ωB97M-V/def2-TZVPD) results for C11H26IInNO as an isolated structure in a non-equilibrium geometry.

Calculated values
Relative energy (zero: lowest compared OMol25 entry of this formula, charge and spin) (eV): 0.735
Energy (hartree): -1052.5009
LUMO level (eV): 2.7
Kohn-Sham gap (eV): 7.20
Net charge: -1

CARTESIAN COORDINATES (ANGSTROEM)
1 I 0.069 -0.837 3.377
2 In -0.722 -0.428 -0.211
3 O -1.018 1.336 -1.301
4 N -0.681 -3.547 0.513
5 C 2.557 2.082 -0.617
6 C 3.640 1.029 -1.055
7 C -0.040 2.352 -1.112
8 C -2.989 -1.746 3.220
9 C -1.985 -2.096 -1.120
10 C 1.735 2.875 -2.838
11 C -1.394 -0.057 1.920
12 C -2.855 -0.616 2.163
13 C 1.374 1.931 -1.631
14 C 2.228 1.762 0.860
15 C -1.433 -3.511 -0.766
16 H 3.170 1.907 1.432
17 H 3.036 3.070 -0.747
18 H 3.901 1.120 -2.120
19 H -3.054 -2.020 -0.851
20 H -3.499 0.221 2.478
21 H -2.802 -1.411 4.248
22 H -1.421 1.037 2.076
23 H 1.058 2.736 -3.693
24 H -0.378 3.178 -1.777
25 H -1.372 -3.690 1.244
26 H 3.143 0.045 -0.944
27 H 0.975 -1.047 -0.286
28 H -4.047 -2.090 3.204
29 H 1.582 3.919 -2.494
30 H -0.174 -4.430 0.510
31 H -0.041 2.769 -0.088
32 H -0.814 -3.854 -1.612
33 H -1.936 -2.021 -2.226
34 H -2.395 -2.633 2.959
35 H 1.523 2.497 1.280
36 H 1.923 0.727 1.035
37 H 4.506 1.008 -0.377
38 H -2.261 -4.256 -0.692
39 H -3.237 -1.033 1.216
40 H 2.801 2.799 -3.106
41 H 1.327 0.924 -2.071